{"formula": "C38H56BrMgNO2P2", "method": "the ωB97M-V functional and the def2-TZVPD basis", "elements": ["Mg", "C", "C", "C", "P", "C", "C", "C", "C", "C", "C", "C", "C", "C", "C", "N", "C", "C", "C", "C", "C", "C", "C", "C", "C", "H", "H", "H", "H", "H", "H", "H", "H", "H", "H", "H", "H", "H", "H", "H", "H", "H", "H", "H", "H", "H", "H", "H", "H", "H", "H", "H", "H", "H", "H", "H", "Br", "C", "C", "C", "C", "C", "C", "C", "O", "O", "H", "H", "H", "H", "C", "C", "C", "P", "C", "C", "C", "C", "C", "C", "H", "H", "H", "H", "H", "H", "H", "H", "H", "H", "H", "H", "H", "H", "H", "H", "H", "H", "H", "H", "H"], "positions_angstrom": [[0.047122, -0.281493, -0.208399], [-2.016809, -2.213057, -2.411766], [-2.546035, -0.958461, -3.113457], [-4.047729, -1.110274, -3.392588], [-2.024364, 0.486490, -2.067483], [-2.503397, 1.994893, -3.031496], [-3.915378, 2.505965, -2.744401], [-1.488176, 3.093688, -2.717679], [-2.846324, 0.414369, -0.506759], [-4.129247, -0.052320, -0.176784], [-4.554689, -0.765532, 0.915097], [-6.024231, -1.119106, 1.015506], [-3.763855, -1.193807, 2.058858], [-2.512553, -0.923305, 2.474469], [-1.584271, -0.008099, 1.758535], [-0.159636, -0.277854, 1.817043], [0.324695, -1.238016, 2.732093], [0.403815, -2.592852, 2.374902], [-0.171853, -3.051112, 1.062453], [0.993719, -3.509265, 3.238246], [1.504311, -3.121374, 4.470212], [2.163775, -4.119657, 5.384411], [1.398315, -1.782147, 4.825686], [0.820209, -0.840591, 3.982508], [0.719256, 0.600642, 4.396793], [-2.293428, -3.117013, -2.959322], [-2.442579, -2.283028, -1.406586], [-0.922931, -2.200668, -2.329811], [-2.012802, -0.842708, -4.065160], [-4.521602, -1.694408, -2.602179], [-4.215716, -1.628470, -4.338889], [-4.572688, -0.158642, -3.442874], [-2.414737, 1.714087, -4.087577], [-4.056356, 2.615625, -1.666693], [-4.691109, 1.845435, -3.128580], [-4.059806, 3.486963, -3.204048], [-1.507560, 3.312920, -1.650078], [-1.732215, 4.012361, -3.256543], [-0.469280, 2.799966, -2.976418], [-4.898265, 0.226799, -0.894495], [-6.562072, -0.831711, 0.110850], [-6.511930, -0.620058, 1.859178], [-6.170701, -2.194748, 1.156963], [-4.322234, -1.845530, 2.728905], [-2.158436, -1.341343, 3.408440], [0.419074, -2.685104, 0.206739], [-1.200964, -2.709578, 0.940860], [-0.151639, -4.138473, 0.980858], [1.040718, -4.554890, 2.948828], [1.675534, -5.092857, 5.324013], [2.128089, -3.786925, 6.421728], [3.214351, -4.262759, 5.120265], [1.774144, -1.460401, 5.792179], [1.181308, 0.760733, 5.370977], [-0.321813, 0.924466, 4.455737], [1.207349, 1.250166, 3.666306], [-2.354208, 6.194173, -0.211966], [-1.295342, 4.739472, 0.380529], [0.076354, 4.773333, 0.169115], [0.836229, 3.688322, 0.572135], [0.234385, 2.587455, 1.173578], [-1.140703, 2.569518, 1.383162], [-1.910115, 3.660511, 0.983982], [-1.871518, 1.468742, 2.116430], [-2.579527, 1.780308, 3.041403], [-1.794308, -0.143377, 0.313920], [0.533825, 5.632135, -0.301987], [1.911674, 3.712951, 0.436986], [0.819069, 1.758622, 1.548454], [-2.977891, 3.648239, 1.151548], [2.892814, -2.755548, -1.002525], [3.450570, -1.509245, -1.693265], [4.966059, -1.419677, -1.508954], [2.471974, -0.005431, -1.222986], [2.523201, 1.080269, -2.719529], [3.899064, 1.302573, -3.349536], [1.572976, 0.515138, -3.779860], [3.279173, 0.904167, 0.174303], [3.400640, -0.019297, 1.390425], [4.569599, 1.681627, -0.076090], [3.468245, -3.636149, -1.294455], [1.853312, -2.933915, -1.282217], [2.943064, -2.671383, 0.085462], [3.246042, -1.605521, -2.765653], [5.238320, -1.374406, -0.454905], [5.400919, -0.558480, -2.010811], [5.428403, -2.317304, -1.924896], [2.123479, 2.037996, -2.363933], [4.280268, 0.373001, -3.776079], [4.641868, 1.688274, -2.655638], [3.804487, 2.016094, -4.170464], [1.935611, -0.447860, -4.150080], [1.525100, 1.193323, -4.634004], [0.564891, 0.372435, -3.392289], [2.504985, 1.644480, 0.409209], [4.201177, -0.748801, 1.261414], [2.476579, -0.558647, 1.606918], [3.635890, 0.571638, 2.277489], [5.394036, 1.037883, -0.378602], [4.862914, 2.175316, 0.853027], [4.440037, 2.459112, -0.828334]], "forces_ev_per_angstrom": [[0.0, 0.2, -0.2], [0.0, 0.0, 0.0], [0.0, 0.0, 0.0], [0.0, 0.0, 0.0], [0.1, 0.0, 0.1], [0.0, 0.0, -0.1], [0.0, 0.0, 0.0], [0.0, 0.0, 0.0], [0.2, 0.0, 0.1], [-0.1, 0.1, 0.0], [0.0, 0.0, 0.0], [0.0, 0.0, 0.0], [0.0, 0.0, 0.0], [0.0, 0.0, 0.0], [-0.1, 0.0, -0.1], [-0.1, -0.1, 0.2], [0.0, 0.0, 0.1], [0.0, 0.0, 0.0], [0.0, 0.0, 0.0], [0.0, 0.0, 0.0], [0.0, 0.0, 0.0], [0.0, 0.0, 0.0], [0.0, 0.0, 0.0], [0.0, 0.0, 0.0], [0.0, 0.0, 0.0], [0.0, 0.0, 0.0], [0.0, 0.0, 0.0], [0.0, 0.0, 0.0], [0.0, 0.1, 0.0], [0.0, 0.0, 0.0], [0.0, -0.1, 0.0], [0.0, 0.0, -0.1], [0.0, 0.0, 0.0], [0.0, 0.0, 0.0], [0.0, 0.0, 0.0], [0.0, 0.0, 0.0], [0.0, 0.0, 0.0], [0.0, 0.0, 0.0], [0.0, 0.0, 0.0], [0.0, 0.0, 0.0], [0.0, 0.0, 0.0], [0.0, 0.0, 0.0], [0.0, 0.0, 0.0], [0.0, 0.0, 0.0], [0.0, 0.0, 0.0], [-0.1, 0.0, 0.1], [0.0, 0.0, 0.0], [0.0, 0.0, 0.0], [0.0, 0.0, 0.0], [0.0, 0.0, 0.0], [0.0, 0.0, 0.0], [0.0, 0.0, 0.0], [0.0, 0.0, 0.0], [0.0, 0.0, 0.0], [0.0, 0.0, 0.0], [0.0, 0.0, 0.0], [0.0, 0.0, 0.0], [0.0, 0.0, 0.0], [0.0, 0.0, 0.0], [-0.1, 0.1, 0.0], [0.1, 0.1, 0.0], [-0.2, 0.0, -0.2], [0.0, 0.0, 0.0], [0.5, 0.0, 0.3], [-0.2, 0.0, -0.1], [-0.1, -0.4, -0.1], [0.0, 0.0, 0.0], [0.0, 0.0, 0.0], [-0.1, 0.1, 0.0], [0.0, 0.0, 0.0], [0.0, 0.0, 0.0], [0.0, 0.0, 0.0], [0.0, 0.0, 0.0], [0.0, 0.0, 0.1], [0.0, 0.0, 0.0], [0.0, 0.0, 0.0], [0.0, 0.0, 0.0], [0.0, 0.0, 0.0], [0.0, 0.0, 0.0], [0.0, 0.0, 0.0], [0.0, 0.0, 0.0], [0.0, 0.0, 0.0], [0.0, 0.0, 0.0], [0.0, 0.0, 0.0], [0.0, 0.0, 0.0], [0.0, 0.0, 0.0], [0.0, 0.0, 0.0], [0.0, 0.0, 0.0], [0.0, 0.0, 0.0], [0.0, 0.0, -0.1], [0.0, 0.0, 0.0], [0.0, 0.0, 0.0], [0.0, 0.0, 0.0], [-0.1, 0.0, 0.0], [0.1, -0.1, 0.0], [0.0, 0.0, 0.0], [0.0, 0.0, 0.0], [0.0, 0.0, 0.0], [0.0, 0.0, 0.0], [0.0, 0.0, 0.0], [0.0, 0.0, 0.1]], "total_energy_ha": -5143.5973, "gap_ev": 5.7, "fmax_ha_per_bohr": 0.01166, "relative_energy_kcal_mol": 122.68, "charge": 0, "spin_multiplicity": 1, "e_lumo_ev": 0.194}

{"formula": "C38H56MgN3O6P2S5Sb3", "method": "the ωB97M-V functional and the def2-TZVPD basis", "elements": ["Mg", "N", "C", "C", "P", "O", "O", "O", "P", "O", "O", "O", "H", "H", "H", "H", "H", "H", "H", "H", "S", "Sb", "S", "S", "S", "C", "C", "C", "C", "C", "C", "Sb", "C", "C", "C", "C", "C", "C", "C", "C", "C", "C", "C", "C", "H", "H", "H", "H", "H", "H", "H", "H", "H", "H", "H", "H", "H", "H", "H", "N", "C", "S", "C", "C", "C", "N", "C", "C", "H", "H", "H", "H", "H", "H", "C", "C", "C", "C", "Sb", "C", "C", "C", "C", "C", "C", "C", "C", "H", "H", "H", "H", "H", "H", "H", "H", "H", "H", "H", "H", "H", "H", "H", "H", "H", "H", "H", "H", "H", "H", "H", "H", "H", "H", "H"], "positions_angstrom": [[-0.588203, 1.324037, 0.215091], [-3.446417, 3.199718, 0.839925], [-2.704146, 3.747839, -0.387807], [-3.400823, 4.963836, -0.960513], [-1.072074, 4.227304, 0.410749], [-1.840070, 5.076207, 1.651212], [-0.202031, 5.218166, -0.231782], [-0.575170, 2.983339, 1.122087], [-2.841269, 2.237664, -1.516741], [-4.517654, 2.145935, -1.178886], [-2.838189, 2.217797, -2.987029], [-2.294802, 1.126607, -0.628313], [-3.341328, 3.851120, 1.622626], [-2.973091, 2.311954, 1.054303], [-4.409864, 2.973916, 0.579930], [-3.452229, 5.768145, -0.225592], [-4.401455, 4.716404, -1.316201], [-2.809568, 5.312690, -1.808228], [-1.302270, 5.877668, 1.727464], [-4.919159, 1.907305, -2.024096], [0.321027, 4.951492, -5.244055], [0.755930, 2.802196, -4.456706], [0.515250, 0.852858, -1.808403], [-0.065695, 2.813895, -2.028180], [3.075336, 2.697161, -4.311864], [-3.273659, -4.571882, -6.545162], [-2.030041, -3.954809, -6.530281], [-1.699983, -3.081840, -5.503564], [-2.594657, -2.808210, -4.470664], [-3.843097, -3.424561, -4.508500], [-4.178401, -4.306722, -5.527881], [-2.077379, -1.285310, -2.966407], [-3.168100, -2.397361, -1.428441], [-3.098631, -3.784080, -1.297731], [-3.752650, -4.435900, -0.259989], [-4.512543, -3.712550, 0.650145], [-4.643256, -2.341883, 0.490034], [-3.973201, -1.690975, -0.537413], [-0.144227, -2.271600, -2.732454], [0.129769, -3.311862, -1.852594], [1.388588, -3.901333, -1.819723], [2.395072, -3.442796, -2.654342], [2.145286, -2.379380, -3.511454], [0.884739, -1.802982, -3.549023], [-3.537525, -5.252937, -7.345798], [-1.319527, -4.149451, -7.325486], [-0.721531, -2.615258, -5.498906], [-4.560156, -3.220931, -3.719805], [-5.151880, -4.784675, -5.532516], [-2.531604, -4.364412, -2.016196], [-3.668527, -5.513005, -0.162921], [-5.012913, -4.215596, 1.469242], [-5.263253, -1.774470, 1.174098], [-4.059969, -0.616604, -0.631447], [-0.634213, -3.666726, -1.173224], [1.578744, -4.717326, -1.131639], [3.379962, -3.893290, -2.616771], [2.934035, -1.986362, -4.141356], [0.715334, -0.947776, -4.193527], [-2.188911, -4.399315, 3.925696], [-2.202752, -3.070539, 4.348236], [-2.747086, -2.760166, 5.924516], [-1.752234, -2.076248, 3.450806], [-1.655208, -0.701155, 3.823842], [-1.282918, 0.237237, 2.907329], [-0.977541, -0.042674, 1.613364], [-1.025347, -1.343745, 1.254719], [-1.387180, -2.353987, 2.096688], [-2.746888, -4.990842, 4.519345], [-2.343075, -4.554881, 2.939374], [-1.878384, -0.422615, 4.843440], [-1.214484, 1.288496, 3.173235], [-0.770768, -1.542522, 0.217948], [-1.405680, -3.365920, 1.715237], [4.265843, 1.342669, 4.152621], [2.825758, 1.083355, 3.729591], [2.435490, -0.361911, 4.033318], [1.889753, 2.002350, 4.512407], [2.358838, 1.408272, 1.529330], [3.637328, -0.191402, 0.554264], [4.001286, 0.238214, -0.863993], [4.914586, -0.551305, 1.304922], [2.711267, -1.405339, 0.481853], [3.494551, 3.289923, 1.037506], [2.982757, 4.385418, 1.969571], [3.124168, 3.649874, -0.395490], [5.008833, 3.166384, 1.172549], [4.419054, 1.007224, 5.188018], [4.498017, 2.408753, 4.111264], [4.976177, 0.812794, 3.520029], [2.465469, -0.542689, 5.115403], [3.114997, -1.071317, 3.559679], [1.420187, -0.577791, 3.688709], [1.947305, 1.772984, 5.584427], [0.854129, 1.863039, 4.194996], [2.150873, 3.052938, 4.376593], [4.742871, 1.038228, -0.868741], [3.125123, 0.565593, -1.421524], [4.425055, -0.616503, -1.408378], [5.567529, 0.315306, 1.426010], [5.468401, -1.306217, 0.730963], [4.706126, -0.975555, 2.287905], [1.855686, -1.188184, -0.162584], [2.335395, -1.698227, 1.465825], [3.245280, -2.260577, 0.050554], [1.896704, 4.477046, 1.901606], [3.416493, 5.347712, 1.671281], [3.257751, 4.194263, 3.010141], [2.055048, 3.829113, -0.489578], [3.401932, 2.880289, -1.115901], [3.627761, 4.580041, -0.686826], [5.307135, 2.922192, 2.193536], [5.470247, 4.124172, 0.899604], [5.404569, 2.407398, 0.497480]], "forces_ev_per_angstrom": [[1.2, -1.0, 0.0], [0.1, 0.1, -0.1], [0.3, -0.1, -0.2], [0.0, 0.1, 0.0], [-0.4, 0.7, 0.9], [0.4, 0.0, -0.2], [-0.1, 0.1, -0.2], [-0.4, 0.6, -0.1], [-1.2, -0.5, 0.1], [0.2, -0.1, -0.2], [0.0, 0.4, -0.1], [-0.8, 0.6, -0.2], [-0.1, 0.0, 0.0], [-0.2, 0.0, 0.2], [0.0, 0.1, 0.0], [0.0, 0.0, 0.0], [0.0, 0.0, 0.0], [0.0, 0.0, 0.0], [-0.3, -0.1, 0.1], [0.0, 0.1, 0.1], [-0.3, -0.7, 0.1], [0.5, 1.4, 0.1], [0.6, -0.8, -0.1], [0.7, 0.5, -0.9], [-0.5, -0.5, 0.1], [0.0, 0.0, 0.0], [0.0, 0.0, -0.1], [0.0, 0.0, 0.0], [0.0, 0.2, 0.0], [0.0, 0.0, 0.1], [-0.1, 0.0, 0.0], [0.1, -0.7, 0.0], [0.2, 0.2, -0.2], [0.0, 0.0, 0.0], [0.0, -0.1, 0.0], [-0.1, 0.0, 0.0], [-0.1, 0.0, 0.0], [0.0, 0.0, 0.0], [-0.3, 0.2, 0.1], [0.0, 0.0, 0.0], [0.0, -0.1, 0.0], [0.0, 0.0, 0.0], [0.0, -0.1, -0.1], [0.0, 0.0, 0.0], [0.0, 0.0, 0.0], [0.0, 0.0, 0.0], [0.0, 0.0, -0.1], [0.0, 0.0, 0.0], [0.0, 0.0, 0.0], [0.0, 0.0, 0.0], [0.0, 0.0, 0.0], [0.0, 0.0, 0.0], [0.1, 0.0, 0.0], [0.0, 0.1, 0.0], [0.0, 0.0, 0.0], [0.0, 0.0, 0.0], [0.0, 0.0, 0.0], [0.0, 0.0, 0.0], [0.0, 0.0, 0.0], [0.0, 0.0, -0.2], [-0.1, 0.0, 0.2], [0.0, 0.0, 0.1], [0.0, 0.0, -0.1], [0.0, 0.0, 0.0], [-0.1, -0.1, 0.0], [-0.1, -0.5, 0.6], [-0.1, 0.1, -0.1], [0.0, -0.1, 0.2], [0.0, 0.0, 0.0], [0.0, 0.0, 0.0], [0.0, 0.0, 0.0], [0.0, 0.0, 0.1], [0.0, -0.1, 0.0], [0.1, 0.0, -0.1], [-0.1, 0.0, -0.1], [-0.1, 0.1, -0.4], [0.0, 0.0, -0.2], [0.0, 0.0, -0.1], [1.0, 0.0, 0.0], [-0.2, 0.3, 0.2], [-0.1, 0.0, 0.1], [-0.1, 0.0, 0.0], [0.0, 0.1, 0.0], [-0.1, -0.4, 0.2], [0.0, -0.2, 0.0], [-0.1, -0.1, 0.0], [-0.1, -0.1, 0.0], [0.0, 0.0, 0.0], [0.0, 0.0, 0.0], [0.1, 0.0, 0.1], [0.0, 0.0, 0.0], [0.0, 0.0, 0.0], [0.0, -0.1, 0.1], [0.0, 0.0, 0.0], [0.0, 0.0, 0.1], [-0.1, 0.0, 0.0], [0.0, 0.0, -0.1], [0.0, 0.1, -0.1], [0.1, 0.0, 0.1], [0.0, 0.0, 0.0], [0.0, 0.0, 0.0], [0.1, 0.0, 0.0], [0.0, -0.1, 0.0], [0.0, -0.1, 0.0], [0.0, 0.0, 0.0], [0.0, 0.0, 0.0], [0.0, 0.0, 0.0], [0.0, 0.1, 0.0], [-0.1, 0.0, -0.1], [0.0, 0.0, 0.0], [0.1, 0.0, 0.0], [0.1, 0.0, -0.1], [0.0, 0.0, 0.0], [0.1, 0.0, 0.0]], "total_energy_ha": -5692.1922, "gap_ev": [5.8, 4.1], "fmax_ha_per_bohr": 0.02997, "charge": -2, "spin_multiplicity": 1, "e_lumo_ev": [3.470, 2.729]}